Entry from the OMol25 dataset: C5H11ClF3LaLuO3S as an isolated structure at a distorted geometry (wB97M-V/def2-TZVPD).

Each line ends with the Mulliken charge.
Element x y z (Å)
La  0.876  0.393  -4.747  1.164
Cl  0.876  1.991  -2.991  -0.500
C  -0.884  0.211  -5.706  -1.255
C  2.636  -0.544  -5.016  -1.239
H  -0.740  -0.533  -6.461  0.287
H  -1.618  -0.081  -4.982  0.314
H  -1.126  1.169  -6.123  0.313
H  2.493  -1.227  -5.827  0.280
H  2.878  -1.046  -4.101  0.304
H  3.370  0.204  -5.242  0.311
Lu  0.040  0.057  -0.001  0.798
C  -1.546  1.298  -0.678  -1.354
C  -0.489  -1.786  0.543  -0.786
H  -2.043  0.820  -1.528  0.304
H  -2.281  1.414  0.122  0.323
H  -1.171  2.276  -0.978  0.311
H  0.240  -2.492  0.877  0.130
H  -1.510  -2.115  0.525  0.070
F  0.031  0.089  5.069  -0.206
C  1.054  0.047  4.189  0.661
F  2.199  0.457  4.773  -0.203
F  1.194  -1.202  3.687  -0.185
S  0.644  1.290  2.735  1.088
O  -0.808  1.182  2.468  -0.645
O  0.909  2.610  3.170  -0.596
O  1.434  0.986  1.311  -0.689

## Properties
Total charge: -1
HOMO-LUMO gap, Ha: 0.1335
E, Eh: -2847.61362
Largest force on an atom, Eh/bohr: 0.160
Energy relative to the best compared isomer or geometry (same formula, charge and spin), kcal/mol: 201.1

***

Entry from the OMol25 dataset: C5H11ClIN2S as an isolated structure at a distorted geometry (wB97M-V/def2-TZVPD).

Each line ends with the Mulliken spin population.
Element x y z (Å)
C  3.144  1.724  0.121  0.600
C  -1.129  2.230  -0.835  0.006
C  0.125  -1.982  -0.283  0.001
C  -0.311  0.340  0.612  0.014
C  0.005  1.313  -0.557  0.048
N  3.053  0.063  0.161  0.652
N  0.550  -0.866  0.580  0.006
S  1.660  2.481  0.047  0.277
Cl  4.612  2.337  0.122  0.107
I  4.780  -0.883  -0.048  0.308
H  -1.992  1.566  -1.130  0.004
H  -1.203  2.874  -0.007  -0.001
H  -1.128  2.905  -1.757  0.001
H  -0.968  -1.898  -0.513  0.000
H  0.718  -1.971  -1.233  0.001
H  0.299  -2.953  0.243  0.000
H  0.058  0.774  1.509  -0.008
H  -1.358  0.151  0.637  -0.002
H  0.416  0.717  -1.269  0.005
H  0.570  -1.286  1.530  0.000
H  2.093  -0.311  0.153  -0.020

## Properties
Total charge: +1
<S²>: 2.01
Spin multiplicity: 3
HOMO-LUMO gap (spin up / spin down), Ha: 0.2238 / 0.2378
E, Eh: -1462.23373
Largest force on an atom, Eh/bohr: 0.105

***

Entry from the OMol25 dataset: one molecule with the formula C5H11ClSi at a distorted geometry (wB97M-V/def2-TZVPD).

Each line ends with the natural charge from an NBO analysis.
Element x y z (Å)
C  -1.064  -2.150  0.315  -1.030
Si  0.150  -0.881  -0.698  1.326
C  -0.663  0.867  -1.007  -0.850
C  0.552  1.710  -0.484  -0.406
C  1.149  1.156  0.825  -0.428
C  1.422  -0.345  0.605  -0.585
Cl  3.116  -0.541  -0.165  -0.123
H  -1.336  -3.047  -0.337  0.236
H  -0.672  -2.405  1.204  0.213
H  -2.096  -1.644  0.576  0.235
H  0.720  -1.376  -1.959  -0.153
H  -1.500  1.247  -0.362  0.234
H  -0.988  1.101  -2.088  0.243
H  1.403  1.586  -1.145  0.202
H  0.320  2.807  -0.234  0.211
H  1.869  1.829  1.067  0.225
H  0.392  1.385  1.679  0.202
H  1.514  -0.933  1.557  0.249

## Properties
SMILES: C[Si@H]1CCC[C@@H]1Cl
HOMO-LUMO gap, Ha: 0.4026
E, Eh: -946.75707
Largest force on an atom, Eh/bohr: 0.114
Energy relative to the best compared isomer or geometry (same formula, charge and spin), kcal/mol: 34.6

***

Entry from the OMol25 dataset: C5H11CrNP as an isolated structure at a distorted geometry (wB97M-V/def2-TZVPD).

Each line ends with the Mulliken spin population.
Element x y z (Å)
C  -0.444  0.247  -2.389  -0.118
C  -1.248  1.160  -1.639  0.114
C  -0.367  2.062  -0.919  -0.066
C  1.005  1.666  -1.218  0.029
C  0.953  0.523  -2.089  0.040
Cr  -0.005  0.026  -0.098  3.030
P  -0.097  -2.334  0.489  -0.036
H  -0.807  -0.474  -3.119  -0.011
H  -2.339  1.223  -1.701  0.022
H  -0.692  2.974  -0.384  -0.001
H  1.790  0.023  -2.573  0.011
H  1.926  2.177  -0.888  0.011
H  1.001  -3.186  0.180  0.016
H  -1.111  -3.216  0.049  0.005
H  -0.178  -2.649  1.865  -0.023
N  0.613  0.595  1.935  -0.034
H  -0.140  0.932  2.528  0.009
H  1.040  -0.161  2.463  0.000
H  1.330  1.301  1.971  0.002

## Properties
<S²>: 3.80
Spin multiplicity: 4
HOMO-LUMO gap (spin up / spin down), Ha: 0.2321 / 0.1915
E, Eh: -1637.59148
Largest force on an atom, Eh/bohr: 0.026

***

Entry from the OMol25 dataset: an isolated ion of composition C5H11FNO and charge +1 at a distorted geometry (wB97M-V/def2-TZVPD).

Each line ends with the natural charge from an NBO analysis.
Element x y z (Å)
F  2.851  -0.506  2.140  -0.102
O  1.466  -0.405  2.141  -0.132
C  0.838  0.148  0.897  0.232
C  -0.662  0.568  1.223  -0.418
C  -1.303  0.971  -0.103  -0.404
C  -1.152  -0.152  -1.125  -0.430
C  0.285  -0.535  -1.464  -0.253
N  0.937  -0.901  -0.195  -0.534
H  1.343  0.916  0.398  0.195
H  -0.627  1.361  2.001  0.272
H  -1.096  -0.358  1.605  0.221
H  -0.702  1.824  -0.435  0.205
H  -2.370  1.310  -0.164  0.266
H  -1.865  -0.925  -0.823  0.227
H  -1.529  0.333  -1.949  0.244
H  0.420  -1.227  -2.241  0.254
H  0.618  0.319  -1.976  0.244
H  0.554  -1.704  0.344  0.454
H  1.994  -1.037  -0.274  0.459

## Properties
Total charge: +1
SMILES: FO[C@@H]1CCCC[NH2+]1
HOMO-LUMO gap, Ha: 0.4660
E, Eh: -426.55660
Largest force on an atom, Eh/bohr: 0.063
Energy relative to the best compared isomer or geometry (same formula, charge and spin), kcal/mol: 90.3

***

Entry from the OMol25 dataset: a 2-piece molecular cluster, C5H11IN overall at a distorted geometry (wB97M-V/def2-TZVPD).

Each line ends with the natural charge from an NBO analysis.
Element x y z (Å)
C  0.462  1.962  0.306  0.064
C  -0.757  1.894  0.225  -0.331
C  1.883  1.939  0.565  -0.749
C  0.629  -1.857  -0.381  -0.437
C  -1.612  -0.742  -0.848  -0.284
N  -0.616  -1.141  0.137  -0.696
I  -3.767  -1.005  0.197  0.105
H  -1.655  2.108  0.690  0.266
H  -1.702  -1.356  -1.764  0.245
H  2.291  2.919  1.033  0.291
H  1.978  1.273  1.393  0.247
H  2.742  1.485  -0.115  0.280
H  1.399  -1.446  0.317  0.227
H  0.714  -2.931  -0.332  0.254
H  0.835  -1.655  -1.482  0.251
H  -1.450  0.311  -1.139  0.246
H  -0.159  -0.130  0.168  0.517
H  -1.216  -1.627  1.031  0.505

## Properties
Total charge: +1
HOMO-LUMO gap, Ha: 0.3272
E, Eh: -549.13585
Largest force on an atom, Eh/bohr: 0.081
Energy relative to the best compared isomer or geometry (same formula, charge and spin), kcal/mol: 104.6

***

Entry from the OMol25 dataset: C5H11IN as an isolated structure at a distorted geometry (wB97M-V/def2-TZVPD).

Each line ends with the natural charge from an NBO analysis.
Element x y z (Å)
C  1.293  1.606  -0.465  -0.251
C  1.616  0.539  0.599  -0.191
C  -2.148  -2.197  -0.596  -0.783
C  1.730  -0.757  0.518  -0.368
C  -1.881  -1.313  0.509  -0.068
N  0.185  2.441  -0.043  -0.840
I  -1.886  0.770  0.427  0.619
H  2.267  2.297  -0.606  0.214
H  1.023  1.142  -1.303  0.192
H  1.932  0.962  1.586  0.195
H  -2.886  -1.861  -1.303  0.271
H  -2.356  -3.240  -0.347  0.284
H  -1.263  -2.094  -1.355  0.321
H  1.344  -1.140  -0.431  0.173
H  2.097  -1.366  1.205  0.211
H  -1.331  -1.708  1.351  0.218
H  0.322  2.705  0.952  0.392
H  -0.058  3.216  -0.695  0.409

## Properties
Total charge: +1
HOMO-LUMO gap (spin up / spin down), Ha: 0.2466 / 0.2465
E, Eh: -549.15432
Largest force on an atom, Eh/bohr: 0.109
Energy relative to the best compared isomer or geometry (same formula, charge and spin), kcal/mol: 93.0

***

Entry from the OMol25 dataset: a 2-piece molecular cluster, C5H11IN overall at a distorted geometry (wB97M-V/def2-TZVPD).

Each line ends with the Mulliken spin population.
Element x y z (Å)
C  -0.150  2.037  0.177  -0.096
C  0.220  0.839  0.062  0.908
C  0.803  3.147  -0.056  0.117
C  0.043  -2.440  0.335  0.016
C  -1.465  -0.570  0.501  0.814
N  -1.069  -1.706  -0.388  0.012
I  -3.283  0.187  -0.071  0.158
H  -1.173  2.258  0.026  0.054
H  0.880  0.093  -0.187  0.022
H  1.563  2.910  -0.730  0.000
H  0.263  4.103  -0.386  0.000
H  1.342  3.165  0.839  -0.005
H  0.790  -1.645  0.688  -0.001
H  -0.395  -3.025  1.092  -0.003
H  0.643  -2.922  -0.358  0.000
H  -1.236  -0.852  1.468  -0.012
H  -1.913  -2.214  -0.329  0.006
H  -0.718  -1.330  -1.205  0.009

## Properties
Total charge: +1
<S²>: 2.01
Spin multiplicity: 3
HOMO-LUMO gap (spin up / spin down), Ha: 0.2465 / 0.2591
E, Eh: -549.01289
Largest force on an atom, Eh/bohr: 0.094
Energy relative to the best compared isomer or geometry (same formula, charge and spin), kcal/mol: 95.8

***

Entry from the OMol25 dataset: an isolated ion of composition C5H11INO3S and charge +1 at a distorted geometry (wB97M-V/def2-TZVPD).

Each line ends with the natural charge from an NBO analysis.
Element x y z (Å)
C  0.319  -2.282  1.547  -0.558
C  0.428  -0.861  0.934  -0.544
C  -0.882  -0.592  0.388  0.788
O  -1.927  -1.180  0.367  -0.516
N  -1.060  0.710  -0.431  -0.447
C  -1.326  0.481  -1.858  -0.428
C  -0.099  1.776  -0.218  -0.466
S  -2.676  1.363  0.489  1.968
O  -2.179  1.354  1.794  -0.865
O  -2.961  2.631  -0.099  -0.832
I  -5.056  -0.386  0.137  0.218
H  -0.368  -2.168  2.323  0.226
H  1.330  -2.576  1.802  0.236
H  -0.049  -2.891  0.873  0.212
H  0.565  -0.151  1.761  0.276
H  1.087  -0.644  0.118  0.250
H  -1.515  1.416  -2.351  0.252
H  -0.363  -0.018  -2.346  0.241
H  -2.107  -0.238  -1.829  0.240
H  0.056  1.835  0.816  0.237
H  0.962  1.562  -0.643  0.249
H  -0.415  2.689  -0.707  0.260

## Properties
Total charge: +1
SMILES: CCC(=O)[N+](C)(C)S(=O)(=O)I
HOMO-LUMO gap (spin up / spin down), Ha: 0.2364 / 0.2450
E, Eh: -1173.08362
Largest force on an atom, Eh/bohr: 0.100
Energy relative to the best compared isomer or geometry (same formula, charge and spin), kcal/mol: 69.1

***

Entry from the OMol25 dataset: an isolated ion of composition C5H11N and charge -1 at a distorted geometry (wB97M-V/def2-TZVPD).

Each line ends with the Mulliken spin population.
Element x y z (Å)
C  -1.401  2.084  -0.070  0.453
C  -0.629  1.153  0.898  0.383
N  -0.621  -1.329  -0.642  1.561
C  0.561  -0.752  -0.170  0.964
C  0.580  0.527  0.314  -1.040
C  1.723  -1.681  -0.320  1.552
H  -1.820  2.893  0.530  -0.060
H  -2.001  1.667  -0.864  -0.264
H  -0.629  2.795  -0.599  -0.112
H  -0.339  1.853  1.743  -0.117
H  -1.296  0.368  1.300  -0.228
H  -0.850  -2.304  -0.577  -0.708
H  -1.502  -0.841  -0.520  -0.323
H  1.583  0.855  0.531  0.138
H  1.651  -2.307  -1.195  -0.583
H  1.890  -2.153  0.648  -0.256
H  2.753  -1.310  -0.386  -0.358

## Properties
Total charge: -1
<S²>: 0.75
Spin multiplicity: 2
HOMO-LUMO gap (spin up / spin down), Ha: 0.1010 / 0.2957
E, Eh: -251.76316
Largest force on an atom, Eh/bohr: 0.069
Energy relative to the best compared isomer or geometry (same formula, charge and spin), kcal/mol: 22.9